Computed, not measured: a single C22H24N2O4S2 molecule, with wB97M-V/def2-TZVPD.

## Properties
SMILES = CS(=O)(=O)N(Cc1ccc(C(=O)NCCSCc2ccco2)cc1)c1ccccc1
E_tot = -56044.1349 eV
E_LUMO = 0.501 eV

Geometry as ORCA input:
```
! wB97M-V def2-TZVPD RIJCOSX def2/J DEFGRID3
* xyz 0 1
S 3.9215 -0.9902 1.0547
S -4.9894 1.5722 0.2591
O -3.8551 -2.6860 -0.8952
O 3.4472 -0.1808 2.1366
O -0.9598 1.3866 0.0813
O 3.8291 -2.4115 1.1980
N -3.5865 -1.3537 0.9082
N 3.1610 -0.5765 -0.3838
C 0.6125 -1.7117 0.4370
C 1.6753 2.3827 -2.0299
C 1.9644 1.0652 -1.7267
C 2.8357 0.7490 -0.6822
C 3.4021 1.7986 0.0435
C -3.3269 1.5341 -0.4955
C -2.2636 1.4899 1.8833
C -0.7402 -1.8102 0.7012
C -2.2372 1.4660 0.5191
C -5.5671 -0.1475 0.0526
C 1.0873 -1.8107 -0.8653
C 3.1000 3.1125 -0.2660
C -1.6417 -2.0114 -0.3393
C -0.9108 1.4214 2.3046
C 2.2407 3.4170 -1.3067
C -1.1608 -2.1514 -1.6374
C 0.1908 -2.0468 -1.8993
C 2.5649 -1.6656 -1.1305
C 5.6599 -0.6045 0.7137
C -3.1196 -2.0688 -0.1470
C -5.0035 -1.1356 1.0724
C -0.1674 1.3621 1.1704
H 0.5511 -2.1482 -2.9136
H 2.7661 -1.5318 -2.1980
H 6.1722 -0.5132 1.6632
H -3.2809 0.6895 -1.1853
H 0.8900 1.3027 1.0124
H -5.5068 -2.0956 0.9206
H 1.3119 -1.5532 1.2448
H -3.2387 2.4568 -1.0744
H -6.6490 -0.0844 0.1585
H 5.7267 0.3160 0.1499
H 6.0555 -1.4367 0.1471
H 2.0092 4.4438 -1.5441
H -1.0838 -1.7496 1.7233
H 3.5442 3.9038 0.3193
H 3.0761 -2.5694 -0.7898
H -5.3245 -0.4696 -0.9592
H -5.1890 -0.7822 2.0877
H -1.8681 -2.3344 -2.4326
H -2.9651 -0.7098 1.3763
H 0.9931 2.5962 -2.8390
H -0.5491 1.4197 3.3115
H 1.4880 0.2887 -2.2994
H -3.1321 1.5719 2.5050
H 4.0404 1.5946 0.8848
*
```

Computed, not measured: 2 unconnected molecules or ions with the total composition C2H6N2O2, with wB97M-V/def2-TZVPD.

## Properties
SMILES = [H]/N=C/N.O=CO
E_tot = -9246.3372 eV
E_LUMO = 0.872 eV

Geometry as ORCA input:
```
! wB97M-V def2-TZVPD RIJCOSX def2/J DEFGRID3
* xyz 0 1
O 1.1232 -1.1750 -2.0671
O 1.2962 1.0341 -1.6563
N -0.4738 -0.9377 1.7236
N -1.2241 0.9044 0.4383
C -1.1644 0.1944 1.4908
C 1.6840 -0.1226 -2.1984
H -0.0499 -1.4516 0.9674
H -0.3768 -1.1763 2.6777
H -1.7425 0.5446 2.3682
H 0.3880 0.8110 -1.3201
H -2.0787 1.4335 0.3391
H 2.6189 -0.0588 -2.7631
*
```

The lowest E_LUMO belongs to which entry?
C22H24N2O4S2

What is the E_LUMO in the first record?
0.501 eV

E_tot of number 2 (C2H6N2O2)?
-9246.3372 eV